[1]
DFT (the ωB97M-V functional and the def2-TZVPD basis) results for a molecular structure, C30H28DyN2Si in a non-equilibrium geometry.

Values from the calculation:
* gap between HOMO and LUMO (alpha / beta): 0.120 / 0.118 Ha
* ⟨S²⟩: 9.347
* LUMO level (alpha / beta): -4.8 / -4.8 eV
* strongest force on any atom: 0.06020 hartree/bohr
* DFT total energy: -2443.6590 hartree

```
! wB97M-V def2-TZVPD RIJCOSX def2/J DEFGRID3
* xyz 1 6
C 0.44 -1.87 -0.20
C 1.76 -1.32 -0.06
C 2.41 -2.02 1.02
H 2.23 -0.58 -0.71
C 1.49 -2.99 1.54
C 0.28 -2.91 0.77
H -0.56 -3.60 0.85
H -0.28 -1.62 -1.00
H 3.44 -1.86 1.33
H 1.69 -3.74 2.31
Dy 0.42 -0.80 1.97
C 0.28 2.11 0.36
H 0.14 1.03 0.58
H -0.69 2.64 0.38
H 0.93 2.57 1.10
Si 1.05 2.58 -1.66
C 0.58 2.02 -3.50
C 1.15 0.88 -4.09
H 1.97 0.35 -3.61
C 0.64 0.38 -5.30
H 1.10 -0.50 -5.77
C -0.46 0.99 -5.91
H -0.86 0.58 -6.85
C -1.01 2.15 -5.34
H -1.85 2.63 -5.86
C -0.48 2.66 -4.14
H -0.89 3.56 -3.66
C 2.87 2.35 -1.28
C 3.81 2.42 -2.32
H 3.46 2.67 -3.33
C 5.16 2.15 -2.07
H 5.87 2.12 -2.90
C 5.56 1.85 -0.77
H 6.59 1.56 -0.59
C 4.67 1.89 0.29
H 4.97 1.64 1.31
C 3.34 2.20 0.04
H 2.66 2.32 0.88
H 0.29 1.30 -1.44
H 1.08 3.98 -2.11
C -3.42 0.91 0.12
C -2.16 0.31 0.17
N -1.73 -0.37 1.26
C -2.66 -0.78 2.19
C -4.01 -0.38 2.07
C -4.36 0.55 1.07
C -4.96 -0.98 2.95
C -4.60 -1.99 3.82
C -3.25 -2.44 3.95
C -2.84 -3.53 4.74
C -1.50 -3.89 4.81
C -0.55 -3.11 4.14
N -0.93 -2.06 3.37
C -2.26 -1.75 3.20
H -3.61 1.63 -0.68
H -1.43 0.47 -0.62
H -5.37 0.93 1.03
H -5.99 -0.63 2.89
H -5.36 -2.48 4.43
H -3.60 -4.10 5.28
H -1.16 -4.74 5.37
H 0.52 -3.33 4.19
*
```

---

[2]
DFT (the ωB97M-V functional and the def2-TZVPD basis) results for a single H3NO2S molecule in a non-equilibrium geometry.

Values from the calculation:
* energy above the lowest of the compared OMol25 structures with the same formula, charge and spin: 1.453 eV
* gap between HOMO and LUMO: 0.425 Ha
* SMILES: N[SH](=O)=O
* LUMO level: 0.2 eV
* strongest force on any atom: 0.09369 hartree/bohr
* DFT total energy: -605.1595 hartree

```
! wB97M-V def2-TZVPD RIJCOSX def2/J DEFGRID3
* xyz 0 1
N 0.30 -0.12 0.45
S -1.25 0.06 -0.15
O -1.91 -1.20 0.16
O -1.83 1.30 0.20
H 0.46 -1.02 0.65
H 0.51 0.50 1.18
H -1.20 0.14 -1.78
*
```

---

[3]
DFT (the ωB97M-V functional and the def2-TZVPD basis) results for 2 unconnected molecules or ions with the total composition C2H3OS3 in a non-equilibrium geometry.

Values from the calculation:
* energy above the lowest of the compared OMol25 structures with the same formula, charge and spin: 1.444 eV
* gap between HOMO and LUMO: 0.251 Ha
* LUMO level: 3.2 eV
* strongest force on any atom: 0.09169 hartree/bohr
* DFT total energy: -1347.8068 hartree

```
! wB97M-V def2-TZVPD RIJCOSX def2/J DEFGRID3
* xyz -1 1
C -1.36 0.36 -0.28
C -0.35 0.87 -1.15
O -0.25 0.05 1.62
S -1.78 -1.29 -0.71
S 1.26 1.02 -0.84
S -2.56 1.43 0.40
H -0.64 1.36 -2.21
H -0.66 0.72 2.18
H 0.46 0.48 1.17
*
```

---

[4]
DFT (the ωB97M-V functional and the def2-TZVPD basis) results for a molecular structure, C33H29Br2CsN11O3S2 in a non-equilibrium geometry.

Values from the calculation:
* energy above the lowest of the compared OMol25 structures with the same formula, charge and spin: 3.007 eV
* gap between HOMO and LUMO: 0.231 Ha
* LUMO level: 1.8 eV
* strongest force on any atom: 0.06826 hartree/bohr
* DFT total energy: -8067.5403 hartree

```
! wB97M-V def2-TZVPD RIJCOSX def2/J DEFGRID3
* xyz -1 1
Cs -1.82 -1.33 0.43
C -2.23 3.27 5.20
C -1.80 2.64 3.90
N -2.56 1.92 3.17
N -3.78 1.66 3.70
C -4.83 1.15 2.98
N -5.73 0.51 3.78
S -5.09 1.35 1.36
C -0.37 2.79 3.50
C 0.23 4.04 3.39
C 1.59 4.10 3.12
C 2.30 2.93 2.97
C 1.61 1.73 3.08
N 0.31 1.65 3.34
H -3.23 3.71 5.10
H -1.53 4.04 5.50
H -2.27 2.52 6.00
H -3.89 1.66 4.70
H -5.39 0.04 4.60
H -6.46 0.04 3.28
H -0.35 4.94 3.52
H 2.08 5.06 3.04
H 3.36 2.93 2.76
H 2.12 0.78 2.96
C 2.04 -3.25 -0.77
C 1.76 -3.79 0.61
C 2.63 -4.74 1.19
C 2.34 -5.26 2.42
C 1.19 -4.84 3.11
C 0.79 -5.31 4.38
Br 1.79 -6.69 5.26
C -0.30 -4.79 5.03
C -1.04 -3.78 4.42
Br -2.51 -3.03 5.37
C -0.80 -3.28 3.12
O -1.52 -2.42 2.55
C 0.39 -3.85 2.48
N 0.70 -3.36 1.24
H 1.96 -4.05 -1.51
H 3.05 -2.85 -0.83
H 1.33 -2.47 -1.02
H 3.52 -5.05 0.66
H 3.00 -5.99 2.88
H -0.57 -5.15 6.01
O -2.80 -0.62 -1.62
N -2.96 -1.79 -2.01
C -3.65 -1.97 -3.12
C -3.81 -3.31 -3.61
N -3.93 -4.36 -4.06
C -4.20 -0.90 -3.90
N -4.62 -0.02 -4.52
C -0.75 0.82 -3.95
C 0.09 -0.43 -3.83
N -0.52 -1.56 -4.28
O 1.24 -0.44 -3.41
H -1.09 0.95 -4.98
H -0.17 1.68 -3.64
H -1.63 0.72 -3.31
H -1.49 -1.56 -4.50
H -0.06 -2.45 -4.12
S 3.11 3.98 -3.36
C 2.07 3.08 -2.22
C 0.87 3.63 -1.81
C 0.08 2.89 -0.94
N 0.43 1.69 -0.48
C 1.58 1.18 -0.88
C 2.45 1.84 -1.74
C 3.22 2.72 -4.63
C 4.34 1.92 -4.75
C 4.36 0.95 -5.75
N 3.36 0.77 -6.61
C 2.29 1.55 -6.48
C 2.17 2.53 -5.51
H 0.54 4.60 -2.18
H -0.88 3.27 -0.61
H 1.84 0.20 -0.50
H 3.37 1.37 -2.06
H 5.19 2.04 -4.08
H 5.22 0.30 -5.87
H 1.48 1.38 -7.19
H 1.27 3.14 -5.44
*
```

---

[5]
DFT (the ωB97M-V functional and the def2-TZVPD basis) results for a molecular structure, C20H31Br6NO11 in a non-equilibrium geometry.

Values from the calculation:
* energy above the lowest of the compared OMol25 structures with the same formula, charge and spin: 29.311 eV
* gap between HOMO and LUMO: 0.257 Ha
* LUMO level: -1.2 eV
* strongest force on any atom: 0.26639 hartree/bohr
* DFT total energy: -17105.9749 hartree

```
! wB97M-V def2-TZVPD RIJCOSX def2/J DEFGRID3
* xyz 0 1
C 0.89 -3.71 1.31
C 0.04 -3.03 0.46
C -0.15 -1.61 0.65
C 0.37 -0.98 1.83
C 1.14 -1.75 2.70
C 1.40 -3.11 2.44
N 0.17 0.47 2.09
O 0.58 0.95 3.13
O -0.44 1.23 1.32
H 1.26 -4.71 1.12
H -0.23 -3.56 -0.44
H -0.59 -0.91 -0.04
H 1.78 -1.41 3.50
H 2.05 -3.62 3.15
C 0.18 -2.20 -1.72
C -0.68 -1.79 -2.98
O -2.06 -1.97 -2.80
C -2.76 -2.09 -3.90
O -2.37 -2.00 -5.11
O -4.07 -2.33 -3.58
C -5.02 -2.07 -4.59
H 1.10 -1.61 -1.74
H 0.50 -3.23 -1.83
H -0.16 -1.86 -0.74
H -0.35 -2.34 -3.86
H -0.55 -0.71 -3.03
H -4.76 -2.52 -5.55
H -5.09 -1.01 -4.84
H -6.02 -2.22 -4.19
C 1.50 2.15 2.32
C 2.46 1.59 1.23
O 3.58 2.45 1.09
C 4.44 2.13 0.13
O 4.32 1.14 -0.63
O 5.43 3.00 0.19
C 6.62 2.77 -0.69
H 1.92 2.04 3.32
H 0.52 1.69 2.22
H 1.46 3.18 1.96
H 1.83 1.54 0.35
H 2.88 0.60 1.43
H 7.41 3.53 -0.70
H 6.22 2.84 -1.70
H 6.87 1.74 -0.47
C 1.55 0.53 -1.18
C 0.18 1.08 -0.92
O -0.70 -0.09 -0.76
C -2.02 -0.09 -0.94
O -2.63 -1.12 -1.04
O -2.49 1.17 -0.99
C -3.94 1.33 -1.01
H 2.08 0.90 -2.06
H 1.43 -0.53 -1.39
H 2.22 0.71 -0.33
H -0.11 1.72 -1.76
H 0.25 1.59 0.04
H -4.34 1.70 -1.96
H -4.06 2.17 -0.33
H -4.51 0.47 -0.67
C -0.22 1.70 4.65
Br -1.26 3.06 3.72
Br -0.75 1.50 6.57
Br 1.73 2.12 4.80
H -0.42 0.77 4.11
C -2.94 0.52 1.61
Br -3.66 2.40 1.69
Br -4.45 -0.61 0.97
Br -2.46 0.00 3.47
H -2.14 0.32 0.89
*
```

---

[6]
DFT (the ωB97M-V functional and the def2-TZVPD basis) results for a molecular structure, C25H20N7O2SY.

Values from the calculation:
* energy above the lowest of the compared OMol25 structures with the same formula, charge and spin: 0.031 eV
* gap between HOMO and LUMO: 0.234 Ha
* LUMO level: -6.4 eV
* strongest force on any atom: 0.00263 hartree/bohr
* DFT total energy: -1934.6784 hartree

```
! wB97M-V def2-TZVPD RIJCOSX def2/J DEFGRID3
* xyz 2 1
Y -0.14 0.20 -0.89
C 4.24 0.62 -2.34
C 4.34 1.89 -2.86
C 3.21 2.71 -2.88
C 2.02 2.22 -2.38
N 1.92 0.97 -1.87
C 3.02 0.20 -1.85
C 0.76 3.02 -2.37
C 0.71 4.34 -2.81
C -0.50 5.01 -2.77
C -1.63 4.36 -2.31
C -1.52 3.04 -1.89
N -0.33 2.40 -1.91
C -2.68 2.26 -1.39
C -3.97 2.75 -1.37
C -4.99 1.96 -0.87
C -4.70 0.69 -0.40
C -3.39 0.26 -0.45
N -2.40 1.02 -0.94
H 5.09 -0.05 -2.30
H 5.27 2.26 -3.25
H 3.28 3.70 -3.28
H 2.90 -0.78 -1.41
H 1.59 4.84 -3.17
H -0.56 6.04 -3.10
H -2.58 4.87 -2.28
H -4.19 3.74 -1.73
H -6.01 2.33 -0.86
H -5.47 0.04 0.00
H -3.11 -0.72 -0.07
N 1.14 -2.81 6.94
C 1.00 -2.39 5.67
C -0.22 -2.54 4.99
C -0.36 -2.11 3.69
C 0.73 -1.51 3.05
C 1.96 -1.36 3.70
C 2.09 -1.79 4.99
S 0.56 -0.96 1.45
O 0.30 0.52 1.34
O 1.73 -1.25 0.62
N -0.73 -1.51 0.70
C -0.58 -2.58 -0.18
N -0.60 -3.84 0.22
C -0.52 -4.76 -0.73
C -0.44 -4.45 -2.09
C -0.40 -3.11 -2.41
N -0.46 -2.17 -1.46
H 0.38 -3.25 7.42
H 2.01 -2.72 7.43
H -1.06 -3.01 5.49
H -1.30 -2.24 3.17
H 2.80 -0.91 3.19
H 3.04 -1.68 5.50
H -0.54 -5.79 -0.40
H -0.39 -5.21 -2.84
H -0.32 -2.77 -3.44
*
```

---

[7]
DFT (the ωB97M-V functional and the def2-TZVPD basis) results for a molecular structure, C55H45BBaN10O3S2 in a non-equilibrium geometry.

Values from the calculation:
* energy above the lowest of the compared OMol25 structures with the same formula, charge and spin: 0.000 eV
* gap between HOMO and LUMO (alpha / beta): 0.279 / 0.187 Ha
* ⟨S²⟩: 0.796
* LUMO level (alpha / beta): -2.5 / -5.0 eV
* strongest force on any atom: 0.06637 hartree/bohr
* DFT total energy: -3742.7168 hartree

```
! wB97M-V def2-TZVPD RIJCOSX def2/J DEFGRID3
* xyz 1 2
Ba -0.74 -0.20 -2.03
C -2.48 -4.69 -2.39
C -1.67 -3.70 -1.77
N -2.38 -2.57 -1.44
N -3.68 -2.78 -2.01
C -3.77 -4.13 -2.32
B -4.44 -1.55 -2.79
N -4.39 -0.21 -1.94
C -5.35 0.51 -1.30
C -4.75 1.39 -0.35
C -3.38 1.22 -0.59
N -3.14 0.34 -1.54
N -3.76 -1.17 -4.17
C -4.09 -1.54 -5.46
C -2.94 -1.51 -6.27
C -1.93 -0.97 -5.44
N -2.46 -0.74 -4.20
N -5.86 -2.04 -3.08
C -6.86 -1.22 -3.61
C -8.06 -1.49 -2.97
C -7.73 -2.52 -2.04
N -6.44 -2.93 -2.21
H -2.16 -5.65 -2.79
H -0.57 -3.73 -1.60
H -4.73 -4.60 -2.50
H -6.43 0.42 -1.47
H -5.26 2.17 0.28
H -2.56 1.66 0.03
H -5.09 -1.88 -5.73
H -2.79 -1.68 -7.31
H -0.90 -0.71 -5.74
H -6.65 -0.54 -4.40
H -9.08 -1.09 -3.02
H -8.40 -2.88 -1.28
O 0.98 -0.86 -4.00
C 2.15 -0.48 -4.36
C 3.09 -1.43 -4.83
C 4.20 -1.08 -5.54
C 4.50 0.28 -5.73
C 3.72 1.25 -5.09
C 2.54 0.91 -4.46
C 1.55 1.96 -4.30
N 0.58 2.02 -3.39
C -0.01 3.24 -3.57
C 0.57 3.94 -4.60
N 1.58 3.11 -5.09
H 2.82 -2.46 -4.67
H 4.91 -1.81 -5.84
H 5.31 0.59 -6.39
H 3.98 2.31 -5.15
H -0.88 3.54 -3.01
H 0.24 4.84 -5.07
H 2.12 3.25 -5.92
C 0.48 -6.36 3.61
C 0.58 -5.15 2.69
C -0.30 -4.08 2.80
C -0.05 -2.94 2.06
C 1.11 -2.85 1.30
C 1.92 -3.97 1.09
C 1.65 -5.14 1.77
S 1.33 -1.30 0.55
O -0.18 -0.94 0.26
C 2.08 -0.51 2.01
C 3.25 -1.17 2.47
C 3.84 -0.83 3.69
C 3.34 0.26 4.42
C 3.99 0.69 5.60
C 3.53 1.79 6.34
C 2.47 2.55 5.77
C 1.92 2.22 4.53
C 2.26 1.05 3.82
C 1.55 0.62 2.63
C 0.21 1.23 2.34
C -0.86 1.03 3.35
C -0.86 0.01 4.31
C -1.82 -0.15 5.29
C -2.78 0.88 5.51
C -2.77 1.97 4.65
C -1.92 2.01 3.51
C -2.09 2.99 2.45
C -1.16 3.03 1.42
C -0.05 2.15 1.33
S 1.20 2.60 0.00
O 1.68 1.30 -0.72
C 2.65 3.17 1.00
C 2.69 4.40 1.63
C 3.90 4.97 1.97
C 5.06 4.22 1.78
C 6.39 4.81 2.13
C 5.04 2.96 1.22
C 3.80 2.41 0.83
H 0.30 -6.18 4.69
H 1.47 -6.74 3.62
H -0.25 -7.09 3.24
H -1.20 -4.19 3.36
H -0.68 -2.06 2.15
H 2.81 -3.88 0.42
H 2.21 -6.05 1.62
H 3.70 -1.96 1.88
H 4.67 -1.43 4.15
H 4.90 0.12 5.84
H 4.03 2.12 7.27
H 2.07 3.43 6.31
H 1.26 2.97 4.05
H -0.11 -0.76 4.23
H -1.83 -1.04 5.87
H -3.43 0.82 6.34
H -3.47 2.78 4.81
H -3.00 3.65 2.42
H -1.24 3.75 0.59
H 1.78 4.98 1.77
H 3.99 5.97 2.39
H 6.65 4.60 3.15
H 6.36 5.89 1.99
H 7.17 4.43 1.46
H 5.93 2.40 1.04
H 3.82 1.41 0.36
*
```

---

[8]
DFT (the ωB97M-V functional and the def2-TZVPD basis) results for a single C10H13Br molecule in a non-equilibrium geometry.

Values from the calculation:
* energy above the lowest of the compared OMol25 structures with the same formula, charge and spin: 1.687 eV
* gap between HOMO and LUMO: 0.318 Ha
* SMILES: C=C\C(C)=C/C=C\C=C(/C)Br
* LUMO level: 0.4 eV
* strongest force on any atom: 0.08161 hartree/bohr
* DFT total energy: -2962.7211 hartree

```
! wB97M-V def2-TZVPD RIJCOSX def2/J DEFGRID3
* xyz 0 1
C -1.50 1.14 -0.83
C -0.24 1.12 -0.35
C 0.04 1.25 1.05
C -0.83 2.14 1.79
C 1.01 0.66 1.75
C 1.56 -0.61 1.28
C 1.07 -1.62 0.56
C -0.23 -1.50 -0.07
C -0.39 -1.63 -1.39
C 0.73 -1.51 -2.28
Br -2.19 -1.71 -2.11
H -1.60 1.29 -1.87
H -2.38 1.01 -0.31
H 0.63 1.13 -0.91
H -1.82 1.66 1.67
H -0.81 3.21 1.47
H -0.62 2.09 2.89
H 1.39 0.95 2.66
H 2.56 -0.86 1.70
H 1.59 -2.52 0.42
H -1.08 -1.22 0.55
H 0.47 -0.73 -2.97
H 0.95 -2.37 -2.94
H 1.68 -1.37 -1.74
*
```